# 1
The following is a DFT calculation (ωB97M-V/def2-TZVPD) of C14H15N3S as an isolated structure.

Computed properties:
relative energy (zero: lowest compared OMol25 entry of this formula, charge and spin)	217.19	kcal per mole
gap between HOMO and LUMO	7.49	eV
highest occupied orbital energy	-6.961	eV
calculated total energy	-30058.2548	eV

```
! wB97M-V def2-TZVPD RIJCOSX def2/J DEFGRID3
* xyz 0 1
C -4.576 -1.448 0.875
C -3.174 -0.759 0.632
N -2.204 -0.683 1.483
C -1.301 -0.042 0.951
C -0.076 0.115 1.330
C 0.691 1.008 0.778
C 0.232 1.455 -0.355
C -0.944 1.306 -1.162
C -1.815 0.512 -0.378
N -2.996 -0.048 -0.484
C -3.947 0.415 -1.587
H -4.956 0.719 -1.390
H -4.044 -0.901 -2.259
H -3.392 1.013 -2.243
H -1.228 1.658 -2.131
H 0.909 2.183 -0.971
N 2.008 1.312 1.322
H 2.116 0.944 2.225
C 3.273 1.693 0.401
C 3.725 0.302 0.210
C 3.061 -0.866 -0.428
C 3.859 -1.856 -0.417
C 5.268 -1.535 -0.262
S 5.399 0.024 0.393
H 6.138 -2.103 -0.654
H 3.729 -2.892 -0.926
H 2.052 -1.094 -0.479
H 2.974 2.318 -0.472
H 3.828 2.122 1.146
H 0.239 -0.129 2.516
H -4.601 -1.900 1.667
H -4.830 -2.154 -0.170
H -5.416 -0.690 0.841
*
```


# 2
The following is a DFT calculation (ωB97M-V/def2-TZVPD) of one molecule with the formula C5H12S.

Computed properties:
relative energy (zero: lowest compared OMol25 entry of this formula, charge and spin)	3.46	kcal per mole
gap between HOMO and LUMO	9.79	eV
highest occupied orbital energy	-9.048	eV
calculated total energy	-16214.6256	eV

```
! wB97M-V def2-TZVPD RIJCOSX def2/J DEFGRID3
* xyz 0 1
C -0.502 1.683 1.305
C -0.425 0.370 0.553
C -1.723 0.103 -0.226
C -0.202 -0.704 1.609
C 0.770 0.485 -0.399
S 1.057 -0.947 -1.533
H -1.409 1.677 1.889
H 0.267 1.900 2.049
H -0.598 2.568 0.540
H -2.601 0.088 0.483
H -1.701 -0.930 -0.649
H -2.018 0.862 -0.963
H 0.639 -0.541 2.286
H 0.016 -1.633 1.158
H -1.126 -0.926 2.202
H 1.727 0.783 0.080
H 0.532 1.309 -1.052
H 1.860 -1.628 -0.555
*
```


# 3
The following is a DFT calculation (ωB97M-V/def2-TZVPD) of an isolated ion of composition C6H13BBrClNO6P2 and charge -1.

Computed properties:
gap between HOMO and LUMO	6.31	eV
highest occupied orbital energy	-3.606	eV
calculated total energy	-122030.4657	eV

```
! wB97M-V def2-TZVPD RIJCOSX def2/J DEFGRID3
* xyz -1 1
C -2.171 1.393 1.976
C -2.384 1.262 0.460
N -1.272 0.784 -0.345
P 0.201 0.068 0.278
C -0.627 -1.416 1.113
C -1.537 -2.189 0.232
O -2.607 -1.889 -0.131
Br -0.843 -3.963 -0.328
B 0.800 -0.285 -1.562
O 1.092 -1.584 -1.939
O 0.878 0.735 -2.435
C 1.653 0.540 -3.610
C 0.862 1.680 1.089
O 1.243 1.596 2.263
O 0.820 2.651 0.310
P 2.219 -1.042 0.886
O 2.276 -1.200 2.528
Cl 3.733 0.352 0.421
H -2.304 2.420 2.284
H -2.953 0.836 2.489
H -1.233 1.018 2.359
H -2.690 2.244 0.097
H -3.266 0.646 0.285
H -1.539 0.543 -1.283
H 0.131 -2.132 1.412
H -1.164 -1.168 2.021
H 2.037 -1.768 -1.866
H 1.566 1.448 -4.191
H 2.703 0.392 -3.374
H 1.298 -0.294 -4.204
H 3.074 -1.678 2.766
*
```


# 4
The following is a DFT calculation (ωB97M-V/def2-TZVPD) of C22H32N7O2OsS as an isolated structure.

Computed properties:
relative energy (zero: lowest compared OMol25 entry of this formula, charge and spin)	4.75	kcal per mole
gap between HOMO and LUMO (alpha / beta)	5.07 / 5.07	eV
highest occupied orbital energy (alpha / beta)	-15.469 / -15.469	eV
calculated total energy	-51131.9983	eV

```
! wB97M-V def2-TZVPD RIJCOSX def2/J DEFGRID3
* xyz 3 1
Os 0.801 -1.193 0.899
C -1.782 -1.339 4.328
C -1.391 -1.061 2.905
N -0.596 -1.843 2.249
N -0.380 -3.089 2.818
C 0.519 -3.962 2.290
N 0.525 -5.186 2.774
S 1.595 -3.488 1.060
C -2.050 0.060 2.183
C -3.293 0.433 2.614
C -4.104 1.273 1.845
C -3.653 1.681 0.619
C -2.361 1.354 0.213
N -1.540 0.642 1.037
H -2.668 -1.977 4.417
H -2.005 -0.406 4.842
H -0.956 -1.809 4.861
H -1.019 -3.386 3.539
H -0.120 -5.509 3.481
H 1.218 -5.846 2.450
H -3.673 0.028 3.541
H -5.089 1.558 2.192
H -4.277 2.256 -0.050
H -0.824 1.379 -1.230
C -4.886 0.308 -2.057
N -4.067 1.487 -2.291
C -4.671 2.598 -3.024
C -2.654 1.305 -2.348
C -1.832 1.801 -1.111
C -1.695 3.277 -0.965
C -0.761 3.829 -0.157
C 0.325 3.124 0.439
C 0.623 1.782 0.621
C -0.097 0.581 0.808
H -4.947 -0.353 -2.933
H -5.904 0.603 -1.804
H -4.481 -0.283 -1.230
H -5.675 2.792 -2.647
H -4.761 2.406 -4.100
H -4.083 3.508 -2.910
H -2.230 1.835 -3.207
H -2.423 0.242 -2.469
H -2.381 3.926 -1.503
H -0.715 4.910 -0.081
H 1.152 3.781 0.696
H 1.682 1.620 0.783
N 2.501 -0.673 -0.077
C 3.562 -0.775 -0.550
N 4.739 -0.821 -1.063
C 5.763 -1.768 -0.534
C 7.123 -1.088 -0.531
O 7.407 -0.521 -1.793
C 6.492 0.496 -2.136
C 5.099 -0.080 -2.303
H 5.793 -2.642 -1.185
H 5.486 -2.073 0.473
H 7.885 -1.841 -0.340
H 7.168 -0.327 0.256
H 6.816 0.919 -3.085
H 6.486 1.287 -1.376
H 5.095 -0.781 -3.137
H 4.370 0.708 -2.482
O -0.226 -1.669 -1.232
H 0.350 -1.372 -1.952
H -0.304 -2.629 -1.343
*
```


# 5
The following is a DFT calculation (ωB97M-V/def2-TZVPD) of C19H35BInN4O4 as an isolated structure.

Computed properties:
gap between HOMO and LUMO	6.02	eV
highest occupied orbital energy	-4.198	eV
calculated total energy	-40271.6941	eV

```
! wB97M-V def2-TZVPD RIJCOSX def2/J DEFGRID3
* xyz -1 1
C 2.272 -2.569 -0.745
C 2.590 -2.656 -1.911
In 3.140 -2.774 -4.048
N 5.202 -2.165 -4.202
C 1.858 -1.500 -5.340
C 0.957 -0.479 -4.642
O -0.439 -0.895 -4.706
C -0.977 -1.367 -3.558
C -0.998 -0.418 -2.381
O -1.494 -2.450 -3.511
C 3.039 -4.887 -4.769
B 1.633 -5.339 -5.252
O 1.456 -6.556 -5.960
O 0.494 -4.613 -5.000
H 1.808 -2.283 0.175
H 5.683 -2.679 -3.467
H 5.525 -2.615 -5.056
H 1.228 -2.118 -5.974
H 2.530 -0.945 -5.997
H 0.997 0.474 -5.172
H 1.244 -0.281 -3.612
H -0.023 -0.405 -1.901
H -1.223 0.581 -2.749
H -1.779 -0.766 -1.716
H 3.730 -5.005 -5.613
H 3.381 -5.591 -4.008
H 1.920 -6.525 -6.800
H -0.246 -5.198 -4.805
C -0.200 -0.123 3.068
C 0.917 0.857 3.403
C 1.029 1.983 2.371
C 1.313 1.449 1.040
N 1.541 1.021 0.002
H -0.016 -0.625 2.117
H -0.278 -0.895 3.834
H -1.159 0.392 3.005
H 1.868 0.325 3.466
H 0.733 1.303 4.383
H 1.825 2.677 2.644
H 0.097 2.545 2.323
C -2.064 -1.296 6.554
C -3.324 -0.604 7.059
C -4.291 -0.223 5.932
C -3.681 0.703 4.980
N -3.199 1.430 4.238
H -1.490 -0.639 5.901
H -1.421 -1.577 7.388
H -2.307 -2.202 5.996
H -3.050 0.294 7.615
H -3.851 -1.261 7.753
H -5.182 0.254 6.342
H -4.611 -1.111 5.383
C -2.204 6.428 0.473
C -1.129 5.681 -0.308
C -0.376 4.654 0.545
C 0.310 5.299 1.667
N 0.839 5.833 2.532
H -1.770 7.006 1.290
H -2.736 7.123 -0.177
H -2.934 5.736 0.896
H -0.417 6.393 -0.727
H -1.586 5.156 -1.149
H 0.366 4.128 -0.057
H -1.070 3.911 0.941
*
```


# 6
The following is a DFT calculation (ωB97M-V/def2-TZVPD) of one molecule with the formula C4H6S2.

Computed properties:
relative energy (zero: lowest compared OMol25 entry of this formula, charge and spin)	32.35	kcal per mole
gap between HOMO and LUMO	6.90	eV
highest occupied orbital energy	-9.031	eV
calculated total energy	-25913.8884	eV

```
! wB97M-V def2-TZVPD RIJCOSX def2/J DEFGRID3
* xyz 0 1
C 0.500 0.206 -1.435
C -0.587 -0.396 -0.553
C -0.135 -0.619 0.981
S -0.073 -2.115 1.608
C 0.160 0.573 1.682
S -0.467 2.073 1.329
H 0.829 1.203 -1.046
H 0.108 0.459 -2.345
H 1.317 -0.526 -1.505
H -1.490 0.092 -0.459
H -0.812 -1.382 -0.858
H 0.648 0.432 2.602
*
```


# 7
The following is a DFT calculation (ωB97M-V/def2-TZVPD) of one molecule with the formula CH3N5.

Computed properties:
relative energy (zero: lowest compared OMol25 entry of this formula, charge and spin)	31.90	kcal per mole
gap between HOMO and LUMO	10.32	eV
highest occupied orbital energy	-9.758	eV
calculated total energy	-8533.7116	eV

```
! wB97M-V def2-TZVPD RIJCOSX def2/J DEFGRID3
* xyz 0 1
N -1.485 -0.066 -0.102
C -0.096 -0.224 0.164
N 0.615 -1.254 0.020
N 1.873 -0.825 0.035
N 1.905 0.461 -0.061
N 0.721 0.835 0.130
H -2.063 0.343 0.738
H -1.934 -1.002 -0.439
H 0.464 1.733 -0.485
*
```


# 8
The following is a DFT calculation (ωB97M-V/def2-TZVPD) of a 2-piece molecular cluster, C34H45BBrCl2N2O4 overall.

Computed properties:
gap between HOMO and LUMO	7.03	eV
highest occupied orbital energy	-10.063	eV
calculated total energy	-142893.2162	eV

```
! wB97M-V def2-TZVPD RIJCOSX def2/J DEFGRID3
* xyz 1 1
C -1.705 -4.787 8.880
C -2.788 -3.655 9.390
O -3.900 -3.433 8.430
B -3.402 -2.358 7.511
O -3.781 -0.918 7.727
C -2.381 -2.631 6.230
C -1.099 -1.575 6.095
C -0.098 -1.817 4.820
C -0.279 -3.047 3.701
C -1.539 -4.089 3.833
C -1.790 -5.299 2.750
C -0.671 -6.504 2.796
C -0.062 -7.013 1.324
N -0.173 -7.089 3.936
C -2.593 -3.835 5.107
C -3.951 -4.781 5.347
Cl -3.862 -6.486 6.089
C -5.250 -4.111 4.938
C -5.293 -2.595 4.266
Cl -6.908 -4.952 5.159
C 0.863 -3.088 2.484
O 1.446 -4.201 2.032
C 1.279 -1.581 1.888
C 1.504 -1.385 0.267
C 1.864 0.163 -0.229
C 1.984 1.388 0.858
C 2.294 2.919 0.318
C 1.313 3.147 -0.993
C -0.263 2.774 -0.730
Br 1.369 5.114 -1.438
C 1.803 1.192 2.501
C 1.443 -0.342 2.999
C 1.180 -0.761 4.596
O 1.884 -0.278 5.623
H -0.582 -4.400 8.910
H -1.796 -5.765 9.552
H -1.975 -5.084 7.773
H -3.286 -4.008 10.414
H -2.237 -2.611 9.569
H -4.621 -0.858 8.271
H -0.904 -0.688 6.865
H -2.840 -5.824 2.966
H -1.898 -4.864 1.644
H 1.124 -6.906 1.281
H -0.475 -6.316 0.448
H -0.382 -8.119 1.063
H 0.542 -7.793 3.595
H -6.271 -2.554 3.586
H -4.391 -2.369 3.552
H -5.387 -1.735 5.074
H 1.413 -2.287 -0.492
H 2.024 0.365 -1.373
H 3.429 3.120 0.112
H 1.867 3.650 1.160
H 1.659 2.539 -1.951
H -1.007 3.659 -1.029
H -0.558 1.859 -1.434
H -0.531 2.493 0.373
H 1.884 2.054 3.289
C -0.609 3.146 -5.809
C 0.787 3.029 -5.217
C 1.570 4.342 -5.087
C 1.701 5.232 -6.332
N 2.845 4.893 -7.316
C 2.891 3.451 -7.815
C 1.776 3.381 -8.825
C 1.862 4.712 -9.556
C 2.593 5.679 -8.625
C 4.188 5.286 -6.716
H -0.643 3.749 -6.719
H -0.982 2.150 -6.073
H -1.303 3.585 -5.088
H 1.350 2.290 -5.790
H 0.690 2.592 -4.213
H 2.554 4.129 -4.656
H 1.044 4.940 -4.331
H 1.907 6.259 -5.998
H 0.771 5.274 -6.901
H 3.859 3.312 -8.316
H 2.843 2.757 -6.983
H 0.805 3.283 -8.337
H 1.885 2.531 -9.505
H 0.867 5.083 -9.822
H 2.425 4.602 -10.489
H 2.021 6.584 -8.400
H 3.565 5.958 -9.048
H 4.359 4.692 -5.819
H 4.164 6.353 -6.482
H 4.974 5.082 -7.454
*
```


Quick rundown of maximum force, same order as above: 0.255 0.053 0.042 0.047 0.018 0.075 0.158 0.162 Eh/bohr